Entry 1:
DFT (ωB97M-V/def2-TZVPD) results for 3 unconnected molecules or ions with the total composition C27H54ClN3O8S.

ORCA input file:
```
! RIJCOSX wB97M-V def2-TZVPD def2/J DEFGRID3
* xyz 0 1
C -0.23 -1.86 -1.80
O -1.62 -1.61 -1.78
C -2.04 -0.68 -2.75
C -3.16 -1.21 -3.63
C -2.98 -2.65 -4.12
C -1.59 -2.97 -4.67
C -1.59 -3.37 -6.16
C -0.31 -4.17 -6.51
C 0.77 -3.35 -7.20
C 1.20 -2.15 -6.40
O 1.63 -2.53 -5.06
C 2.72 -1.80 -4.75
O 3.54 -2.05 -3.90
O 2.74 -0.72 -5.62
C 2.43 -1.37 -6.85
C 3.57 -2.30 -7.29
C 4.98 -1.80 -6.95
C 5.21 -0.30 -7.19
Cl 6.89 -0.07 -7.81
N 2.17 -0.47 -7.99
C 1.24 0.32 -7.88
S -0.07 1.12 -8.06
H 0.36 -1.01 -2.13
H 0.01 -2.72 -2.42
H 0.10 -2.10 -0.80
H -1.23 -0.36 -3.40
H -2.39 0.22 -2.25
H -4.08 -1.16 -3.04
H -3.32 -0.54 -4.46
H -3.18 -3.30 -3.28
H -3.74 -2.85 -4.86
H -1.19 -3.78 -4.08
H -0.91 -2.14 -4.59
H -2.48 -3.93 -6.41
H -1.60 -2.44 -6.73
H 0.06 -4.65 -5.62
H -0.58 -4.96 -7.20
H 0.43 -2.99 -8.17
H 1.61 -4.01 -7.34
H 0.32 -1.55 -6.21
H 3.46 -3.27 -6.81
H 3.50 -2.45 -8.35
H 5.67 -2.33 -7.59
H 5.27 -2.05 -5.94
H 4.58 0.12 -7.95
H 5.14 0.23 -6.26
C -0.23 1.39 0.39
O -1.44 2.07 0.10
C -2.60 1.32 0.44
C -3.30 1.92 1.64
N -2.53 1.73 2.86
C -3.01 2.49 4.01
C -3.01 4.02 3.91
O -1.72 4.61 3.88
C -1.10 4.64 2.61
H 0.59 1.93 -0.08
H -0.04 1.35 1.46
H -0.25 0.37 -0.01
H -2.36 0.27 0.60
H -3.28 1.38 -0.42
H -4.28 1.44 1.75
H -3.47 2.99 1.42
H -1.57 1.98 2.69
H -2.37 2.22 4.85
H -4.02 2.16 4.26
H -3.47 4.40 4.83
H -3.62 4.39 3.09
H -1.82 4.76 1.80
H -0.50 3.74 2.44
H -0.41 5.49 2.59
C 0.41 -1.00 10.16
O 0.11 0.38 10.27
C 1.25 1.21 10.44
C 1.52 2.05 9.20
N 2.00 1.23 8.10
C 2.03 1.91 6.80
C 0.72 2.43 6.22
O -0.19 1.43 5.82
C -0.99 0.88 6.86
H -0.53 -1.54 10.24
H 0.86 -1.24 9.19
H 1.08 -1.33 10.96
H 2.14 0.63 10.72
H 1.03 1.89 11.27
H 2.27 2.80 9.44
H 0.58 2.57 8.96
H 1.41 0.41 8.01
H 2.45 1.20 6.08
H 2.73 2.75 6.87
H 0.97 2.98 5.31
H 0.22 3.16 6.88
H -1.22 1.62 7.63
H -0.49 0.02 7.30
H -1.92 0.53 6.42
*
```

Calculated values
Largest force on an atom   0.046 hartree/bohr
SMILES   COCCCCCCC[C@H]1OC(=O)O[C@]1(CCCCl)N=C=S.COCCNCCOC.COCCNCCOC
HOMO-LUMO gap   0.300 Eh

Atomic partial charges in e from the Mulliken method, atoms 1 to 6:
1. C -0.85
2. O -0.37
3. C 0.19
4. C -1.05
5. C -0.97
6. C 0.49

Entry 2:
DFT (ωB97M-V/def2-TZVPD) results for a molecular structure, C27H54F12NaO27P2.

ORCA input file:
```
! RIJCOSX wB97M-V def2-TZVPD def2/J DEFGRID3
* xyz -1 1
Na -0.09 -0.87 -3.83
P -0.54 -1.02 -0.66
F -0.16 0.54 -0.82
F 0.70 -1.30 -1.75
F 0.46 -1.26 0.56
F -0.86 -2.61 -0.66
F -1.73 -0.75 0.38
F -1.59 -0.85 -1.99
P 1.73 1.45 -4.44
F 0.08 1.44 -4.30
F 1.51 1.97 -5.98
F 1.72 2.99 -4.05
F 3.35 1.58 -4.41
F 1.79 1.03 -2.88
F 1.91 -0.12 -4.91
C -0.07 3.87 -0.83
O 0.10 4.91 0.11
C 1.42 5.27 0.36
O 2.39 4.60 0.05
O 1.34 6.45 1.18
C 2.54 6.97 1.69
H 0.19 2.88 -0.47
H 0.32 4.01 -1.84
H -1.15 3.84 -0.98
H 2.64 6.58 2.70
H 2.39 8.05 1.70
H 3.47 6.59 1.26
C 7.86 1.10 -4.49
O 6.62 0.48 -4.56
C 5.93 0.01 -3.52
O 6.27 0.03 -2.35
O 4.85 -0.71 -3.95
C 4.05 -1.48 -3.09
H 8.39 1.19 -5.43
H 8.67 0.67 -3.90
H 7.78 2.17 -4.29
H 3.44 -2.08 -3.76
H 3.19 -0.93 -2.69
H 4.68 -2.12 -2.48
C -3.40 1.70 -3.80
O -3.60 1.11 -5.12
C -3.15 -0.11 -5.42
O -2.36 -0.87 -4.79
O -3.53 -0.41 -6.60
C -3.17 -1.60 -7.24
H -3.95 0.99 -3.20
H -3.96 2.63 -3.80
H -2.32 1.82 -3.74
H -3.74 -1.80 -8.14
H -3.19 -2.50 -6.62
H -2.15 -1.50 -7.62
C -7.95 -1.88 2.37
O -7.24 -1.22 1.26
C -6.04 -1.61 0.96
O -5.33 -2.40 1.60
O -5.81 -1.07 -0.21
C -4.52 -1.07 -0.93
H -9.02 -1.68 2.30
H -7.74 -1.34 3.29
H -7.85 -2.96 2.48
H -4.62 -0.76 -1.97
H -3.94 -2.00 -0.88
H -3.88 -0.32 -0.48
C -3.01 2.72 1.53
O -2.69 3.63 2.65
C -3.58 3.91 3.53
O -4.72 3.54 3.45
O -3.06 4.70 4.42
C -3.79 5.23 5.56
H -2.17 2.08 1.22
H -3.21 3.24 0.60
H -3.81 2.03 1.81
H -4.52 4.50 5.91
H -4.27 6.15 5.20
H -3.05 5.45 6.33
C -1.69 -4.30 -3.70
O -0.34 -3.98 -3.39
C 0.27 -4.68 -2.34
O 0.00 -5.80 -1.87
O 1.33 -3.93 -2.01
C 2.22 -4.20 -0.95
H -2.31 -4.05 -2.84
H -1.77 -5.36 -3.92
H -1.97 -3.80 -4.63
H 1.86 -4.13 0.07
H 3.16 -3.73 -1.26
H 2.29 -5.28 -1.09
C -1.30 -4.72 5.89
O -1.96 -4.87 4.66
C -1.41 -4.37 3.48
O -0.43 -3.62 3.24
O -2.19 -4.90 2.55
C -2.02 -4.52 1.12
H -1.33 -3.73 6.35
H -0.29 -5.09 5.74
H -1.73 -5.54 6.46
H -2.22 -5.37 0.48
H -1.04 -4.22 0.76
H -2.84 -3.86 0.83
C 1.76 1.57 6.63
O 1.34 2.05 5.39
C 1.40 1.30 4.28
O 1.61 0.06 4.24
O 1.21 2.12 3.22
C 0.87 1.57 1.99
H 2.02 2.32 7.38
H 2.53 0.83 6.45
H 0.97 0.99 7.12
H 0.25 0.68 2.04
H 1.75 1.26 1.42
H 0.27 2.34 1.50
C 4.06 -0.04 0.11
O 4.71 0.56 1.24
C 4.74 -0.12 2.46
O 3.89 -0.98 2.80
O 5.72 0.32 3.21
C 5.88 -0.24 4.48
H 3.94 0.77 -0.60
H 3.08 -0.48 0.33
H 4.75 -0.74 -0.37
H 4.95 -0.13 5.04
H 6.60 0.41 4.97
H 6.21 -1.28 4.47
*
```

Calculated values
Largest force on an atom   0.095 hartree/bohr
HOMO-LUMO gap   0.348 Eh

Atomic partial charges in e from the Mulliken method, atoms 1 to 6:
1. Na 0.67
2. P 1.95
3. F -0.33
4. F -0.53
5. F -0.46
6. F -0.58

Calculated values (eV) of energy for the records, taken in order: -73078.9026 -139773.6212.